# C27H51EuN2O2P3

A structure of composition C27H51EuN2O2P3 in a non-equilibrium geometry (ωB97M-V/def2-TZVPD, OMol25).

Multiplicity ... 7
Charge ... +3
Orbital gap (spin up / spin down) ... 3.97 / 4.57 eV

Last column: Löwdin charge in e.
Geometry (Å):
Eu1 -0.49889 2.91572 -1.81721  1.444
P1 -1.09376 -2.22002 0.26850  0.838
P2 0.90250 -1.54369 1.06153  0.845
P3 2.61150 -2.94418 -3.54115  0.874
H1 -1.58565 4.97069 -2.97514  0.052
C1 -1.55214 4.01427 -3.53128  -0.347
C2 -2.38423 2.93265 -3.27863  -0.323
H2 -3.20395 2.95797 -2.54720  0.036
C3 -2.53082 -1.29298 0.83733  -0.183
C4 -1.30623 -3.93023 0.84179  -0.182
C5 -1.13392 -2.25135 -1.53532  -0.177
C6 1.71219 -0.32124 0.00032  -0.183
C7 0.82252 -0.82460 2.71472  -0.191
C8 1.96628 -3.00221 1.19292  -0.182
C9 2.25565 -3.05099 -5.28571  -0.188
C10 2.51932 -4.48870 -2.65863  -0.215
C11 4.08256 -1.99772 -3.18590  -0.196
H3 -0.81266 3.98098 -4.35094  0.058
H4 -2.37608 2.03526 -3.91766  0.042
H5 -2.67479 -0.41364 0.19622  0.073
H6 -2.44341 -0.96523 1.87963  0.032
H7 -3.40307 -1.95468 0.74302  0.095
H8 -1.03607 -4.02303 1.90001  0.074
H9 -0.68827 -4.61640 0.25153  0.070
H10 -2.36546 -4.19635 0.71859  0.088
H11 -0.64038 -1.37628 -1.98099  0.037
H12 -2.19011 -2.26903 -1.84774  0.094
H13 -0.64430 -3.15865 -1.91257  0.065
H14 2.80119 -0.49647 0.04947  0.089
H15 1.50911 0.68660 0.37957  0.052
H16 1.40920 -0.39628 -1.05187  0.018
H17 1.60193 -1.27675 3.34517  0.090
H18 -0.15580 -0.98323 3.18295  0.056
H19 1.00223 0.25751 2.65286  0.055
H20 2.93425 -2.67706 1.59769  0.090
H21 2.13041 -3.47763 0.21687  0.049
H22 1.52952 -3.73656 1.88277  0.076
H23 2.56241 -4.04620 -5.63218  0.068
H24 2.80073 -2.26892 -5.82934  0.078
H25 1.17535 -2.91033 -5.45147  0.068
H26 2.33283 -5.28884 -3.38969  0.070
H27 1.71546 -4.47017 -1.90280  0.025
H28 3.48526 -4.68189 -2.17083  0.067
H29 4.83813 -2.23542 -3.95134  0.076
H30 4.45840 -2.24405 -2.18512  0.057
H31 3.86729 -0.92062 -3.22367  0.061
C12 0.97523 0.38830 -3.92171  -0.456
C13 1.57380 1.66219 -3.62492  -0.161
C14 1.87765 2.49042 -4.71078  -0.113
C15 1.40889 2.18499 -5.98691  -0.091
C16 0.53025 1.10367 -6.16933  -0.063
C17 0.20871 0.27700 -5.10108  -0.051
O1 1.19104 -0.64239 -3.13812  -0.296
H32 1.53298 -2.06568 -3.12056  0.001
H33 2.00881 1.83454 -2.62992  0.071
H34 2.49599 3.37881 -4.54538  0.116
H35 1.70436 2.79262 -6.83876  0.113
H36 0.11867 0.88679 -7.15815  0.121
H37 -0.53371 -0.52620 -5.18553  0.114
C18 -3.66007 0.41265 6.12444  -0.067
C19 -2.18872 0.74213 6.26162  -0.207
N1 -1.73102 1.69626 5.24363  -0.049
C20 -0.47384 2.38607 5.64087  -0.190
C21 0.75001 1.48599 5.71443  -0.050
C22 -1.86905 1.29957 3.93123  -0.386
O2 -2.25325 0.16069 3.61836  0.010
C23 -1.57512 2.31705 2.87792  -0.086
C24 -1.73375 3.70292 3.07735  0.033
C25 -1.56851 4.58055 2.01149  0.012
C26 -1.28751 4.04125 0.74662  -0.150
N2 -1.17839 2.70680 0.54557  -0.109
C27 -1.28438 1.85276 1.59297  -0.074
H38 -4.26372 1.31655 6.00130  0.092
H39 -3.98328 -0.10065 7.03827  0.093
H40 -3.82572 -0.25900 5.27339  0.067
H41 -1.98631 1.22879 7.22388  0.133
H42 -1.59653 -0.18539 6.19290  0.127
H43 -0.28759 3.22342 4.95823  0.103
H44 -0.68130 2.79730 6.63929  0.135
H45 1.61409 2.08630 6.00978  0.095
H46 0.97598 1.02346 4.74799  0.045
H47 0.61603 0.70077 6.46577  0.087
H48 -1.98107 4.05981 4.07124  0.137
H49 -1.64923 5.67090 2.11890  0.139
H50 -1.15458 4.70262 -0.13101  0.091
H51 -1.14209 0.78532 1.37567  0.072

Forces on atoms 1 to 3 (eV/Å):
Eu 2.718 -1.136 0.467
P -1.062 -0.844 -0.348
P 1.057 0.440 0.199

***

# C14H34InO

A structure of composition C14H34InO in a non-equilibrium geometry (ωB97M-V/def2-TZVPD, OMol25).

Charge ... -1
Orbital gap ... 7.13 eV

Last column: Löwdin charge in e.
Geometry (Å):
C1 2.73527 -0.03387 0.98259  -0.102
C2 2.66348 0.49062 -0.46717  -0.235
C3 3.14661 1.92281 -0.69176  -0.227
C4 2.07169 3.00536 -0.58849  -0.202
C5 1.32691 3.11122 0.75059  -0.188
C6 -0.21354 3.24991 0.60879  -0.182
C7 -0.99903 1.96509 0.95684  -0.205
C8 -1.58680 1.28098 -0.26442  -0.246
C9 -2.60936 0.20950 0.08448  -0.236
C10 -3.30623 -0.36107 -1.15415  -0.329
C11 -2.35983 -0.98404 -2.18881  -0.362
In1 -1.61487 0.33200 -3.84376  0.175
H1 3.26517 -0.97038 1.07370  0.055
H2 1.72473 -0.15591 1.35770  0.043
H3 3.17767 0.73095 1.61206  0.059
H4 3.30085 -0.14326 -1.07881  0.095
H5 1.67249 0.36920 -0.88603  0.096
H6 4.01431 2.14436 -0.07394  0.102
H7 3.51044 1.95722 -1.71776  0.100
H8 1.39418 2.87065 -1.42504  0.091
H9 2.56770 3.96181 -0.75056  0.099
H10 1.69275 3.98411 1.28525  0.094
H11 1.51853 2.26375 1.39617  0.076
H12 -0.41910 3.48849 -0.42706  0.095
H13 -0.57407 4.07930 1.21126  0.093
H14 -0.33336 1.27227 1.46338  0.090
H15 -1.79104 2.19842 1.66707  0.099
H16 -2.03888 1.99715 -0.94574  0.109
H17 -0.76868 0.81297 -0.80286  0.071
H18 -3.35449 0.68084 0.72722  0.101
H19 -2.13182 -0.59851 0.63173  0.093
H20 -3.96265 -1.15223 -0.78204  0.084
H21 -3.92500 0.42944 -1.57403  0.086
H22 -2.91346 -1.77842 -2.68384  0.006
H23 -1.51604 -1.47135 -1.70129  -0.001
H24 -2.89067 1.38739 -4.51135  -0.167
H25 -0.25602 1.38990 -3.30201  -0.152
H26 -0.97175 -0.68161 -5.18788  -0.172
C12 0.23702 -3.94900 3.03031  -0.067
C13 0.28364 -3.09758 1.76949  -0.499
C14 -0.77910 -3.51882 0.76634  -0.055
O1 1.57572 -3.16279 1.17180  -0.058
H27 0.42594 -4.99895 2.78767  0.076
H28 1.00581 -3.63083 3.73578  0.075
H29 -0.73603 -3.87944 3.51942  0.077
H30 0.13806 -2.04922 2.03451  0.128
H31 -0.61956 -4.55688 0.45825  0.081
H32 -0.72836 -2.89972 -0.12895  0.066
H33 -1.78139 -3.43543 1.18994  0.082
H34 1.73218 -4.07638 0.90538  0.086

Forces on atoms 1 to 3 (eV/Å):
C -0.617 0.788 -0.356
C 0.645 -0.323 0.147
C -0.333 -0.030 -0.415

***

# C5H6N

The ion C5H6N with charge +1 in a non-equilibrium geometry (ωB97M-V/def2-TZVPD, OMol25).

Charge ... +1
Orbital gap ... 9.09 eV

Last column: Löwdin charge in e.
Geometry (Å):
C1 -1.33495 0.51828 -0.33220  0.055
N1 -0.76875 0.35637 -1.57845  0.104
C2 0.33413 -0.25630 -1.48345  0.079
C3 0.64344 -0.78946 0.08948  -0.085
C4 0.94797 0.30897 0.90205  0.039
C5 -0.59347 -0.07111 0.68438  -0.134
H1 -2.41145 0.98140 -0.31406  0.195
H2 0.94496 -0.39224 -2.41164  0.157
H3 0.86613 -1.73401 0.38355  0.126
H4 0.85004 1.29273 0.44719  0.138
H5 1.37026 0.20024 1.92498  0.160
H6 -0.84833 -0.41487 1.68817  0.166

Forces on atoms 1 to 3 (eV/Å):
C -1.968 -0.303 -0.562
N -0.965 1.390 0.268
C 1.835 -2.104 1.269

***

# C5H7NO

The molecule C5H7NO (ωB97M-V/def2-TZVPD, OMol25).

Charge ... 0
Orbital gap ... 10.96 eV

Last column: Löwdin charge in e.
Geometry (Å):
C1 1.99860 -0.00222 -0.35819  -0.005
C2 0.74162 -0.25884 0.43908  -0.420
O1 0.76077 -0.61808 1.58874  0.109
C3 -0.59960 0.02246 -0.28013  -0.291
C4 -1.79897 -0.64945 0.38985  -0.049
C5 -0.67259 1.49050 -0.27898  -0.195
N1 -0.62103 2.64353 -0.21905  0.169
H1 2.53639 -0.94684 -0.47692  0.094
H2 2.64340 0.68151 0.19821  0.096
H3 1.79626 0.41726 -1.34608  0.082
H4 -0.51050 -0.29914 -1.32535  0.148
H5 -1.75070 -0.52076 1.47248  0.086
H6 -2.74095 -0.23709 0.01835  0.086
H7 -1.78271 -1.72284 0.17801  0.088

Forces on atoms 1 to 3 (eV/Å):
C 0.060 0.032 -0.057
C 0.106 -0.118 0.260
O -0.028 -0.010 -0.403